Molecular formula: C33H55ClF3N2O8PS
Method: DFT, the ωB97M-V functional and the def2-TZVPD basis

Properties
- E: -3501.1112 Eh
- Orbital gap: 8.21 eV
- SMILES string: C=C[C@](CCCCOC=O)(O[C@@](N)(S)C(F)(F)F)[C@@](CCCNCc1ccccc1O)(CCC(C)C)O[C@H](Cl)[PH2]=O.CC(C)=O.CC(C)=O
- E_HOMO: -7.893 eV
- LUMO level: 0.3197 eV
- Charge: 0
- Strongest force on any atom: 1.54 eV/A

Last column: Mulliken charge in e.
Element x y z (Å)
C 0.834 -2.103 3.836  -1.2622
C 0.552 -0.805 3.786  -0.5521
C 0.180 0.027 2.567  1.6641
C 0.840 1.427 2.804  -1.5437
C 0.265 2.634 2.046  -0.7871
C 1.330 3.513 1.322  -0.1869
C 1.175 4.976 1.675  -1.2260
O -0.131 5.450 1.304  -0.3014
C -0.197 6.436 0.406  0.2517
O -1.208 7.002 0.144  -0.4633
O -1.253 0.231 2.436  -0.1783
C -2.234 0.194 3.436  0.6508
N -3.437 0.575 2.725  -0.4409
S -2.579 -1.437 4.248  -0.1742
C -2.074 1.183 4.646  0.0817
F -1.659 2.388 4.242  -0.1791
F -1.256 0.747 5.619  -0.2459
F -3.272 1.362 5.226  -0.3225
C 0.715 -0.578 1.223  1.5615
C 0.315 0.243 -0.012  -0.1943
C 0.778 -0.390 -1.352  -1.6053
C -0.309 -0.758 -2.373  -0.0680
N -0.234 -2.154 -2.779  -0.0298
C -0.507 -2.378 -4.196  -1.6936
C -1.989 -2.294 -4.488  0.6712
C -2.825 -3.297 -3.987  -0.2820
C -4.200 -3.252 -4.194  -0.6784
C -4.749 -2.185 -4.906  -0.4817
C -3.938 -1.183 -5.425  -0.5208
C -2.559 -1.240 -5.213  0.6518
O -1.808 -0.218 -5.757  -0.6909
C 2.255 -0.738 1.274  -1.4180
C 3.141 0.326 0.609  -0.7718
C 4.596 0.348 1.119  0.6153
C 4.704 0.536 2.627  -1.4254
C 5.295 1.533 0.419  -1.7014
O 0.259 -1.940 0.971  -0.1703
C -1.000 -2.404 1.329  0.6152
Cl -1.028 -4.131 0.848  -0.2064
P -2.574 -1.736 0.549  0.3734
O -2.953 -2.293 -0.765  -0.3654
H 0.789 -2.638 4.777  0.3825
H 1.096 -2.683 2.963  -0.1659
H 0.666 -0.251 4.708  0.4330
H 0.670 1.622 3.864  1.0263
H 1.918 1.353 2.699  0.1500
H -0.473 2.343 1.304  0.0576
H -0.254 3.310 2.718  0.9937
H 2.313 3.220 1.697  0.0209
H 1.266 3.379 0.242  0.3033
H 1.260 5.121 2.753  0.3379
H 1.953 5.589 1.212  0.5654
H 0.751 6.682 -0.097  0.3194
H -4.257 0.142 3.119  0.2619
H -3.548 1.579 2.673  0.2421
H -3.550 -1.807 3.405  0.2102
H -0.765 0.377 -0.047  1.1122
H 0.750 1.235 0.029  -1.1815
H 1.413 0.357 -1.833  0.4106
H 1.433 -1.242 -1.175  0.3482
H -1.307 -0.511 -2.005  0.1526
H -0.148 -0.131 -3.267  0.0822
H 0.687 -2.521 -2.581  0.1994
H -0.159 -3.383 -4.440  0.5723
H 0.056 -1.682 -4.835  0.5220
H -2.382 -4.100 -3.413  0.3730
H -4.827 -4.026 -3.773  0.3895
H -5.821 -2.132 -5.050  0.3760
H -4.328 -0.336 -5.968  0.3966
H -1.051 -0.040 -5.191  0.2524
H 2.586 -0.860 2.301  0.2000
H 2.488 -1.680 0.781  0.5638
H 3.211 0.095 -0.456  0.6047
H 2.745 1.339 0.669  0.0395
H 5.074 -0.580 0.808  0.4139
H 4.138 1.404 2.969  0.1323
H 4.363 -0.355 3.157  0.3218
H 5.753 0.647 2.907  0.4852
H 5.164 2.426 1.037  0.3495
H 4.826 1.760 -0.539  0.3790
H 6.363 1.366 0.293  0.4429
H -1.150 -2.451 2.408  -0.0261
H -3.498 -2.116 1.546  -0.0447
H -2.537 -0.340 0.608  -0.0119
C 5.607 -5.336 2.091  -1.3703
C 4.540 -4.285 1.911  0.8375
C 3.110 -4.766 1.863  -0.5065
O 4.816 -3.112 1.811  -0.4434
H 6.586 -4.862 2.109  0.3327
H 5.450 -5.873 3.028  0.3357
H 5.569 -6.052 1.269  0.3342
H 2.852 -5.278 2.792  0.3597
H 2.972 -5.458 1.032  0.3644
H 2.446 -3.916 1.726  -0.2087
C -5.554 4.162 -4.594  -1.1621
C -4.719 3.000 -5.079  0.7926
C -3.306 3.308 -5.515  -0.8655
O -5.155 1.875 -5.118  -0.4812
H -6.542 3.806 -4.313  0.3100
H -5.080 4.630 -3.730  0.3153
H -5.651 4.908 -5.384  0.3196
H -2.746 3.743 -4.685  0.3066
H -3.315 4.021 -6.341  0.3333
H -2.819 2.389 -5.836  0.1324